1.
Molecular formula: C4H7NO
Method: DFT, ωB97M-V/def2-TZVPD

Last column: natural (NBO) charge in e.
Positions of all 13 atoms, in Å:
1 C 0.17 -1.38 -0.96  0.043
2 N 1.34 -0.97 -0.80  -0.309
3 C 0.48 -0.30 -1.87  -0.324
4 H -0.50 -2.12 -0.53  0.209
5 H 0.75 -0.52 -2.90  0.184
6 H 0.16 0.72 -1.66  0.203
7 C -0.98 0.38 1.28  -0.734
8 C 0.40 0.96 1.13  0.443
9 O 0.66 1.86 0.37  -0.533
10 H -0.96 -0.66 1.63  0.219
11 H -1.54 0.47 0.34  0.232
12 H -1.51 0.97 2.04  0.246
13 H 1.19 0.53 1.78  0.120

- gap between HOMO and LUMO (eV) = 10.866
- SMILES = C1=NC1.CC=O
- max |F| (eV/A) = 0.59
- lowest unoccupied orbital energy (Eh) = 0.03571

=====

2.
Molecular formula: C2F6IN
Method: DFT, ωB97M-V/def2-TZVPD

Last column: natural (NBO) charge in e.
Positions of all 10 atoms, in Å:
1 C -1.21 -0.38 -0.26  0.999
2 C 1.12 0.53 0.68  1.120
3 N 0.09 -0.83 -0.27  -0.739
4 F -1.35 0.73 -0.89  -0.322
5 F -2.02 -1.26 -0.79  -0.312
6 F -1.65 -0.16 0.98  -0.325
7 F 2.33 0.26 0.15  -0.316
8 F 0.91 0.17 1.96  -0.306
9 F 0.95 1.79 0.60  -0.278
10 I 0.83 -0.85 -2.16  0.478

- 2S+1 = 3
- gap between HOMO and LUMO (spin up / spin down) (eV) = 6.922 / 6.817
- max |F| (eV/A) = 6.06
- lowest unoccupied orbital energy (spin up / spin down) (Eh) = 0.00296 / -0.12901

=====

3.
Molecular formula: C5H18N4
Method: DFT, ωB97M-V/def2-TZVPD

Last column: natural (NBO) charge in e.
Positions of all 27 atoms, in Å:
1 N -0.43 -0.75 2.09  -0.849
2 C 0.42 -1.61 1.27  -0.235
3 C 1.43 -0.77 0.47  0.089
4 N 2.14 -1.65 -0.43  -0.831
5 N 2.34 0.02 1.29  -0.855
6 H -1.17 -1.30 2.52  0.368
7 H 0.12 -0.33 2.84  0.356
8 H 0.97 -2.36 1.85  0.155
9 H -0.21 -2.13 0.55  0.208
10 H 0.87 -0.05 -0.15  0.187
11 H 2.69 -2.32 0.10  0.347
12 H 2.80 -1.12 -0.99  0.368
13 H 2.74 -0.54 2.04  0.348
14 H 1.88 0.84 1.68  0.363
15 C -0.35 1.95 -2.08  -0.520
16 C -1.50 1.27 -1.86  -0.082
17 C -1.60 -0.23 -1.92  -0.660
18 H -0.37 2.98 -2.39  0.199
19 H 0.59 1.41 -2.19  0.185
20 H -2.44 1.77 -2.05  0.194
21 H -2.18 -0.58 -1.06  0.216
22 H -2.10 -0.55 -2.82  0.220
23 H -0.61 -0.70 -1.88  0.208
24 N -1.68 1.62 0.59  -1.102
25 H -2.16 2.19 1.29  0.355
26 H -1.32 0.78 1.03  0.393
27 H -0.86 2.16 0.21  0.375

- gap between HOMO and LUMO (eV) = 9.185
- SMILES = NCC(N)N.C=CC.N
- max |F| (eV/A) = 3.00
- lowest unoccupied orbital energy (Eh) = 0.03222

=====

4.
Molecular formula: C3H9OS
Method: DFT, ωB97M-V/def2-TZVPD

Last column: natural (NBO) charge in e.
Positions of all 14 atoms, in Å:
1 C -0.34 0.79 2.63  -0.225
2 O -0.58 1.14 1.32  -0.864
3 H -1.27 0.28 2.98  0.128
4 H 0.58 0.20 2.68  0.151
5 H -0.22 1.64 3.33  0.131
6 C 0.55 0.07 -2.77  -0.737
7 S 1.31 -0.81 -1.27  0.021
8 C -0.09 -1.09 -0.10  -1.061
9 H 0.90 1.08 -2.65  0.211
10 H -0.48 -0.26 -2.82  0.217
11 H 0.93 -0.36 -3.71  0.190
12 H 0.20 -2.00 0.43  0.181
13 H -0.39 0.45 0.50  0.485
14 H -1.09 -1.13 -0.55  0.173

- charge = -1
- gap between HOMO and LUMO (eV) = 5.305
- max |F| (eV/A) = 2.68
- lowest unoccupied orbital energy (Eh) = 0.14202

=====

5.
Molecular formula: C4H4N2S2
Method: DFT, ωB97M-V/def2-TZVPD

Last column: natural (NBO) charge in e.
Positions of all 12 atoms, in Å:
1 C 0.29 0.84 0.33  -0.010
2 C -0.49 -0.30 0.65  0.037
3 C 0.45 -1.26 1.04  -0.077
4 C 1.42 -2.01 1.35  -0.159
5 H 2.98 0.31 -1.73  0.099
6 H -0.09 1.91 0.55  0.216
7 H -3.79 0.15 -0.98  0.182
8 H 2.36 -2.35 2.02  0.287
9 N 1.32 1.02 -0.45  -0.511
10 N -1.72 -0.43 0.56  -0.383
11 S 2.00 -0.31 -1.11  0.260
12 S -2.53 1.07 -0.19  0.059

- gap between HOMO and LUMO (eV) = 8.135
- max |F| (eV/A) = 7.33
- lowest unoccupied orbital energy (Eh) = -0.03456

=====

6.
Molecular formula: C20H17N3
Method: DFT, ωB97M-V/def2-TZVPD

Last column: natural (NBO) charge in e.
Positions of all 40 atoms, in Å:
1 C -0.28 2.31 -2.19  -0.703
2 C -0.90 1.26 -1.37  0.407
3 N -2.18 0.86 -1.54  -0.304
4 C -3.06 1.35 -2.60  -0.416
5 C -2.53 -0.11 -0.59  0.111
6 C -1.39 -0.34 0.20  0.006
7 C -1.44 -1.36 1.15  -0.196
8 C -2.62 -2.10 1.30  -0.214
9 C -3.74 -1.85 0.49  -0.199
10 C -3.71 -0.83 -0.48  -0.226
11 C -0.32 0.53 -0.29  -0.230
12 C 1.01 0.56 0.10  0.051
13 C 1.49 0.23 1.41  -0.080
14 C 0.67 0.34 2.57  -0.184
15 C 1.12 -0.12 3.81  -0.227
16 C 2.38 -0.72 3.94  -0.153
17 C 3.23 -0.76 2.82  -0.224
18 C 2.82 -0.24 1.60  -0.141
19 H 0.63 2.63 -1.67  0.253
20 H 0.02 1.95 -3.18  0.305
21 H -0.95 3.19 -2.31  0.235
22 H -4.01 0.81 -2.53  0.225
23 H -3.26 2.43 -2.49  0.221
24 H -2.63 1.18 -3.59  0.233
25 H -0.56 -1.56 1.76  0.231
26 H -2.66 -2.89 2.05  0.224
27 H -4.65 -2.45 0.61  0.225
28 H -4.56 -0.59 -1.12  0.219
29 H 1.75 0.82 -0.66  0.268
30 H -0.32 0.79 2.47  0.225
31 H 0.47 -0.03 4.68  0.222
32 H 2.69 -1.16 4.88  0.224
33 H 4.23 -1.20 2.91  0.235
34 H 3.50 -0.21 0.75  0.263
35 C 3.04 -0.78 -1.94  -0.749
36 C 4.32 -0.49 -1.50  0.278
37 N 5.39 -0.27 -1.05  -0.458
38 C 2.51 -0.06 -3.00  0.301
39 N 1.99 0.52 -3.88  -0.506
40 H 2.49 -1.63 -1.53  0.249

- gap between HOMO and LUMO (eV) = 4.380
- max |F| (eV/A) = 2.40
- lowest unoccupied orbital energy (Eh) = -0.08009

=====

7.
Molecular formula: C4H13N3
Method: DFT, ωB97M-V/def2-TZVPD

Last column: natural (NBO) charge in e.
Positions of all 20 atoms, in Å:
1 N 2.06 0.28 -2.40  -0.459
2 C 0.84 0.22 -3.18  -0.143
3 N -0.37 -0.04 -2.42  -0.494
4 H 2.05 0.91 -1.60  0.408
5 H 2.43 -0.64 -2.15  0.406
6 H 0.75 1.18 -3.69  0.236
7 H 0.93 -0.53 -3.97  0.239
8 H -0.34 -0.88 -1.84  0.404
9 H -0.64 0.79 -1.91  0.400
10 C -0.86 0.72 3.31  -0.614
11 C -0.75 0.52 1.81  -0.246
12 C -0.38 -1.66 1.09  -0.094
13 N 0.16 -0.60 1.53  -0.381
14 H -1.56 1.52 3.57  0.228
15 H -1.19 -0.21 3.78  0.219
16 H 0.11 1.00 3.73  0.225
17 H -0.31 1.40 1.33  0.187
18 H -1.71 0.29 1.32  0.162
19 H -1.43 -1.69 0.77  0.137
20 H 0.19 -2.57 0.92  0.182

- charge = +1
- 2S+1 = 2
- gap between HOMO and LUMO (spin up / spin down) (eV) = 9.487 / 4.211
- max |F| (eV/A) = 2.32
- lowest unoccupied orbital energy (spin up / spin down) (Eh) = -0.12895 / -0.32280

=====

8.
Molecular formula: C6H16NO4
Method: DFT, ωB97M-V/def2-TZVPD

Last column: natural (NBO) charge in e.
Positions of all 27 atoms, in Å:
1 C 1.80 1.67 1.42  -0.063
2 O 0.82 2.30 2.32  -0.786
3 C 0.99 0.82 0.44  -0.455
4 C 1.67 0.62 -0.95  -0.444
5 C 0.75 -0.20 -1.80  0.168
6 C 1.06 -1.39 -2.32  -0.458
7 C -1.36 0.73 -1.42  -0.044
8 N -0.45 0.44 -2.25  -0.448
9 H 2.23 2.57 1.03  0.172
10 H 2.39 1.03 2.07  0.161
11 H -0.04 1.15 0.45  0.267
12 H 0.87 -0.18 0.88  0.203
13 H 2.57 0.06 -0.68  0.201
14 H 1.99 1.55 -1.43  0.203
15 H 2.01 -1.81 -2.06  0.181
16 H 0.31 -2.05 -2.72  0.210
17 H -2.28 1.13 -1.83  0.151
18 H -1.30 0.52 -0.36  0.221
19 H -1.84 -2.65 0.13  0.512
20 H -2.32 -2.44 -1.37  0.455
21 O -1.91 -3.06 -0.77  -1.010
22 H -0.80 -2.08 1.89  0.447
23 H -1.70 -0.73 1.61  0.524
24 O -1.68 -1.81 1.63  -1.048
25 H -2.15 1.45 1.86  0.447
26 H 0.05 1.73 2.47  0.505
27 O -1.70 0.63 1.76  -1.272

- charge = -1
- gap between HOMO and LUMO (eV) = 8.555
- max |F| (eV/A) = 3.52
- lowest unoccupied orbital energy (Eh) = 0.13075

=====

9.
Molecular formula: C3H3NO
Method: DFT, ωB97M-V/def2-TZVPD

Last column: natural (NBO) charge in e.
Positions of all 8 atoms, in Å:
1 C -1.43 -0.02 0.09  -0.765
2 C -0.43 0.81 0.08  0.713
3 O 0.34 1.68 -0.02  -0.508
4 H -2.15 0.83 0.16  0.269
5 H -1.57 -0.96 0.62  0.284
6 C 1.77 -0.78 -0.32  0.086
7 N 0.91 -1.53 -0.15  -0.324
8 H 2.54 -0.06 -0.48  0.245

- gap between HOMO and LUMO (eV) = 10.268
- SMILES = C=C=O.C#N
- max |F| (eV/A) = 1.53
- lowest unoccupied orbital energy (Eh) = 0.03332

=====

10.
Molecular formula: C11H13N5PdSTe4
Method: DFT, ωB97M-V/def2-TZVPD

Last column: natural (NBO) charge in e.
Positions of all 35 atoms, in Å:
1 Pd -0.64 -0.61 -0.53  0.216
2 Te 0.93 1.18 -1.71  -0.286
3 Te -0.83 1.79 0.21  -0.058
4 Te -2.15 -0.24 1.44  -0.052
5 Te -1.39 -2.67 0.74  0.018
6 N -3.33 -1.16 -1.55  -0.826
7 C -2.16 -0.82 -2.19  0.282
8 S -0.96 -2.02 -2.51  -0.125
9 N -2.17 0.33 -2.90  -0.658
10 C -3.28 1.19 -3.13  0.197
11 C -3.14 2.55 -2.85  -0.235
12 C -4.18 3.41 -3.14  -0.194
13 C -5.35 2.94 -3.71  -0.210
14 C -5.50 1.59 -3.97  -0.199
15 C -4.47 0.71 -3.69  -0.273
16 H -3.55 -2.15 -1.52  0.420
17 H -4.12 -0.54 -1.72  0.404
18 H -1.28 0.63 -3.30  0.445
19 H -2.22 2.92 -2.42  0.239
20 H -4.07 4.46 -2.90  0.219
21 H -6.15 3.63 -3.95  0.218
22 H -6.41 1.22 -4.41  0.218
23 H -4.57 -0.33 -3.95  0.223
24 N 4.24 -2.44 -0.91  -0.786
25 C 3.48 -1.73 -0.05  0.342
26 C 2.07 -1.79 -0.08  -0.046
27 N 1.35 -1.18 0.86  -0.437
28 C 1.98 -0.46 1.79  -0.059
29 C 3.36 -0.40 1.79  0.030
30 N 4.10 -1.03 0.91  -0.440
31 H 3.83 -2.76 -1.76  0.391
32 H 5.23 -2.24 -0.91  0.404
33 H 1.53 -2.36 -0.85  0.204
34 H 1.36 0.04 2.53  0.214
35 H 3.90 0.17 2.55  0.199

- gap between HOMO and LUMO (spin up / spin down) (eV) = 4.746 / 4.718
- max |F| (eV/A) = 3.62
- lowest unoccupied orbital energy (spin up / spin down) (Eh) = -0.06741 / -0.06685

=====

11.
Molecular formula: C3H12N3
Method: DFT, ωB97M-V/def2-TZVPD

Last column: natural (NBO) charge in e.
Positions of all 18 atoms, in Å:
1 C 0.95 -1.39 -0.64  -0.645
2 C 0.31 -0.18 -0.06  0.277
3 C 1.31 1.01 -0.07  -0.614
4 N -0.11 -0.39 1.35  -0.746
5 N -0.89 0.27 -0.78  -0.496
6 N -2.10 0.44 -0.07  -0.718
7 H 0.41 -2.34 -0.52  0.237
8 H 2.00 -1.47 -0.48  0.238
9 H 0.77 -1.12 -1.68  0.248
10 H 1.11 1.44 -1.05  0.227
11 H 2.34 0.82 0.03  0.242
12 H 0.98 1.73 0.68  0.202
13 H 0.13 0.50 1.78  0.428
14 H 0.18 -1.10 2.02  0.451
15 H -1.27 -0.44 1.24  0.466
16 H -0.77 1.02 -1.46  0.390
17 H -2.88 -0.28 -0.31  0.404
18 H -2.46 1.49 0.01  0.407

- charge = +1
- gap between HOMO and LUMO (eV) = 10.468
- SMILES = CC(C)([NH3+])NN
- max |F| (eV/A) = 3.39
- lowest unoccupied orbital energy (Eh) = -0.11693

=====

12.
Molecular formula: C8H8CeN2O4
Method: DFT, ωB97M-V/def2-TZVPD

Last column: Löwdin charge in e.
Positions of all 23 atoms, in Å:
1 Ce 0.03 -0.15 -1.62  1.276
2 O 0.01 3.13 -1.41  0.294
3 C 0.02 1.95 -1.66  -0.056
4 C 0.04 -2.27 -1.78  -0.049
5 O 0.03 -3.41 -1.46  0.308
6 C 2.15 -0.15 -1.65  -0.071
7 O 3.28 -0.15 -1.40  0.342
8 C -2.09 -0.16 -1.74  -0.074
9 O -3.23 -0.17 -1.54  0.340
10 H 0.03 0.23 -5.99  0.030
11 H 0.03 -0.54 -6.00  0.031
12 C 0.09 2.06 1.86  0.066
13 C 0.00 0.54 1.92  -0.325
14 N -0.03 -0.35 0.93  -0.043
15 C -0.11 -1.65 1.51  -0.049
16 C -0.12 -1.53 2.91  0.062
17 N -0.05 -0.15 3.06  0.147
18 H -0.81 2.44 2.38  0.126
19 H 0.98 2.34 2.45  0.127
20 H 0.13 2.39 0.80  0.047
21 H -0.13 -2.50 0.79  0.102
22 H -0.18 -2.28 3.75  0.180
23 H -0.05 0.37 3.91  0.188

- charge = +3
- 2S+1 = 2
- gap between HOMO and LUMO (spin up / spin down) (eV) = 4.338 / 3.700
- max |F| (eV/A) = 17.34
- lowest unoccupied orbital energy (spin up / spin down) (Eh) = -0.57096 / -0.59081